Density functional theory data (ωB97M-V with the def2-TZVPD basis set) for a single C9H12N4 molecule in a non-equilibrium geometry.

Computed properties:
ΔE to the lowest compared entry with this formula, charge and spin	524.19	kJ/mol
LUMO energy	0.252	eV
molecular weight	176.223	g mol⁻¹
total charge	0
total energy	-568.969856	Eh

Last column: Mulliken charge in e.
Cartesian coordinates (Å):
C  0.010  2.382  0.276  -0.21
C  -2.735  0.073  -1.067  -0.32
C  -1.104  -0.582  0.248  1.05
C  -2.314  -0.337  1.163  -0.98
C  -0.472  -1.988  0.469  -0.77
C  0.840  -2.204  -0.156  -0.46
C  0.909  0.126  -0.165  -0.97
C  2.412  1.908  -0.128  -1.37
C  1.122  1.421  0.462  1.22
N  -0.907  3.079  0.249  -0.49
N  -1.486  -0.328  -1.131  -0.54
N  -3.218  0.019  0.308  0.09
N  1.600  -1.004  0.121  -0.18
H  -3.360  0.337  -1.933  0.42
H  -0.569  -2.075  1.562  0.35
H  -1.211  -2.774  -0.089  0.25
H  1.327  -3.086  0.400  0.36
H  0.851  -2.280  -1.331  0.23
H  0.654  0.091  -1.180  0.56
H  2.335  1.949  -1.231  0.38
H  2.686  3.033  0.011  0.37
H  3.296  1.383  0.247  0.33
H  1.254  1.415  1.616  0.29
H  -4.172  0.285  0.471  0.18
H  2.252  -0.842  0.809  0.22

Density functional theory data (ωB97M-V with the def2-TZVPD basis set) for a single C9H12N4S molecule in a non-equilibrium geometry.

Computed properties:
ΔE to the lowest compared entry with this formula, charge and spin	170.20	kJ/mol
LUMO energy	0.688	eV
molecular weight	208.290	g mol⁻¹
total charge	0
total energy	-967.167758	Eh

Last column: Mulliken charge in e.
Cartesian coordinates (Å):
C  -3.430  0.822  0.250  -0.59
C  -2.444  1.649  -0.388  -0.69
C  -3.095  -0.084  1.232  -0.49
C  -1.072  1.276  -0.270  -0.33
C  -1.765  -0.532  1.292  0.19
C  -0.832  0.104  0.538  -0.14
C  2.950  0.496  1.200  -0.01
C  0.169  -2.164  -0.670  -0.84
C  2.500  0.955  -1.489  -0.87
N  2.822  -0.781  1.211  -0.35
N  2.215  -1.577  0.363  -0.86
N  0.509  -0.189  0.620  -0.32
N  0.956  -1.270  0.160  1.06
S  2.515  1.768  0.148  -0.04
H  -4.465  0.952  0.102  0.42
H  -2.866  2.399  -1.006  0.38
H  -3.788  -0.615  1.862  0.36
H  -0.310  1.792  -0.850  0.23
H  -1.411  -1.320  1.917  0.46
H  3.315  0.878  2.039  0.48
H  0.453  -2.102  -1.658  0.33
H  0.381  -3.175  -0.394  0.32
H  -0.893  -1.845  -0.654  0.35
H  2.810  1.816  -2.055  0.36
H  1.572  0.525  -1.782  0.20
H  3.202  0.221  -1.719  0.39